The following is a quantum chemistry calculation of a molecular structure, C4H14N3 at a distorted geometry, from the OMol25 dataset.

Atoms and positions in Å:
C: -1.647 0.881 -0.816
C: -0.733 0.030 1.499
C: 1.661 1.307 -0.191
C: -0.582 -0.065 -0.024
N: -0.782 -1.488 -0.394
N: 0.807 0.066 -0.489
N: 1.527 -1.179 -0.102
H: -1.341 0.853 -1.945
H: -1.562 1.838 -0.519
H: -2.534 0.433 -0.640
H: -0.151 -0.602 2.035
H: -0.513 1.052 1.838
H: -1.832 -0.064 1.762
H: 0.952 2.153 -0.160
H: 2.260 1.200 0.711
H: 2.240 1.341 -1.163
H: -1.287 -1.647 -1.351
H: -1.287 -1.840 0.449
H: 2.302 -1.504 -0.833
H: 2.135 -1.008 0.695
H: 0.365 -1.757 -0.362

As for the multiplicity: 1. As for the energy above the lowest of the compared OMol25 structures with the same formula, charge and spin: 3.402 eV. The gap between HOMO and LUMO comes out at 10.7 eV. The total charge is +1.

Here are the natural (NBO) charges for atoms 1 to 8, given in e: number 1, C, carries -0.582; number 2, C, carries -0.682; number 3, C, carries -0.433; number 4, C, carries 0.295; number 5, N, carries -0.780; number 6, N, carries -0.306; number 7, N, carries -0.682; number 8, H, carries 0.230

=====

The following is a quantum chemistry calculation of 2 unconnected molecules or ions with the total composition C4H14N3 at a distorted geometry, from the OMol25 dataset.

Atoms and positions in Å:
C: 0.257 -2.710 -1.295
C: -0.614 -0.979 0.298
N: 0.191 -1.960 -0.029
N: -1.573 -0.522 -0.483
N: -0.571 -0.518 1.569
H: 0.752 -2.365 0.699
H: -1.616 -0.778 -1.460
H: -2.177 0.240 -0.251
H: -0.172 -1.102 2.285
H: -1.352 0.034 1.885
H: -0.239 -3.671 -1.225
H: 1.323 -2.838 -1.499
H: -0.100 -2.084 -2.110
C: 0.507 3.216 -0.435
C: 1.662 2.956 0.561
H: -0.282 2.484 -0.267
H: 0.085 4.207 -0.310
H: 1.021 3.279 -1.398
H: 2.253 3.872 0.615
H: 2.410 2.229 0.244
H: 1.263 2.745 1.550

As for the multiplicity: 1. As for the energy above the lowest of the compared OMol25 structures with the same formula, charge and spin: 0.452 eV. The gap between HOMO and LUMO comes out at 11.0 eV. The total charge is +1.

Here are the natural (NBO) charges for atoms 1 to 8, given in e: number 1, C, carries -0.421; number 2, C, carries 0.678; number 3, N, carries -0.536; number 4, N, carries -0.755; number 5, N, carries -0.761; number 6, H, carries 0.419; number 7, H, carries 0.425; number 8, H, carries 0.431

=====

The following is a quantum chemistry calculation of 2 unconnected molecules or ions with the total composition C4H14N3O at a distorted geometry, from the OMol25 dataset.

Atoms and positions in Å:
C: 1.410 1.825 0.125
C: -0.020 1.498 -0.136
C: -0.426 0.452 -1.146
N: -2.182 -1.655 -1.733
C: -1.256 -1.735 -0.746
N: -0.315 -0.892 -0.510
N: 2.088 0.671 0.863
H: 1.453 2.721 0.772
H: 2.011 2.007 -0.767
H: -0.635 2.393 -0.310
H: -0.466 1.386 0.878
H: 0.298 0.315 -1.960
H: -1.417 0.750 -1.525
H: -2.938 -2.316 -1.699
H: -1.967 -1.114 -2.548
H: -1.292 -2.647 -0.120
H: 3.091 0.633 0.703
H: 1.655 -0.175 0.449
H: 1.703 0.597 1.844
H: -0.165 0.038 3.262
H: -0.203 -0.759 1.956
O: 0.399 -0.285 2.557

As for the multiplicity: 1. As for the energy above the lowest of the compared OMol25 structures with the same formula, charge and spin: 1.605 eV. The gap between HOMO and LUMO comes out at 10.0 eV. The total charge is +1.

Here are the natural (NBO) charges for atoms 1 to 8, given in e: number 1, C, carries -0.212; number 2, C, carries -0.464; number 3, C, carries -0.280; number 4, N, carries -0.814; number 5, C, carries 0.309; number 6, N, carries -0.601; number 7, N, carries -0.722; number 8, H, carries 0.231

=====

The following is a quantum chemistry calculation of 2 unconnected molecules or ions with the total composition C4H14N3O at a distorted geometry, from the OMol25 dataset.

Atoms and positions in Å:
C: 0.017 -0.292 -1.925
C: -1.112 -0.228 -0.916
C: -0.731 0.230 0.460
C: -1.009 -0.400 1.603
N: -0.663 -0.151 2.894
N: 0.184 1.413 0.563
N: -0.439 -0.947 -3.132
H: 0.897 -0.778 -1.493
H: 0.365 0.716 -2.196
H: -1.612 -1.183 -0.879
H: -1.891 0.433 -1.317
H: -1.590 -1.298 1.488
H: -0.363 0.734 3.266
H: -1.100 -0.749 3.572
H: 0.357 1.914 -0.303
H: 1.098 1.112 0.946
H: -0.226 2.093 1.197
H: -0.108 -0.481 -3.964
H: -0.113 -1.905 -3.185
H: 2.809 -0.399 -0.202
H: 3.477 0.026 1.122
O: 2.684 0.147 0.588

As for the multiplicity: 1. As for the energy above the lowest of the compared OMol25 structures with the same formula, charge and spin: 1.864 eV. The gap between HOMO and LUMO comes out at 9.2 eV. The total charge is +1.

Here are the natural (NBO) charges for atoms 1 to 8, given in e: number 1, C, carries -0.211; number 2, C, carries -0.445; number 3, C, carries -0.001; number 4, C, carries 0.042; number 5, N, carries -0.797; number 6, N, carries -0.705; number 7, N, carries -0.831; number 8, H, carries 0.160

=====

The following is a quantum chemistry calculation of 2 unconnected molecules or ions with the total composition C4H14NO at a distorted geometry, from the OMol25 dataset.

Atoms and positions in Å:
C: 0.096 -0.676 -1.733
C: 0.782 0.140 -0.635
N: 0.197 -0.194 0.703
C: 0.649 -1.505 1.292
C: 0.735 1.630 -0.850
H: -0.980 -0.492 -1.685
H: 0.521 -0.384 -2.681
H: 0.288 -1.741 -1.603
H: 1.836 -0.166 -0.580
H: -0.835 -0.230 0.638
H: 0.349 0.587 1.336
H: 0.898 -2.112 0.470
H: -0.028 -1.867 2.059
H: 1.580 -1.314 1.827
H: -0.267 2.010 -1.027
H: 1.113 2.129 0.046
H: 1.419 1.979 -1.624
H: -2.723 1.503 1.157
H: -3.213 0.089 1.509
O: -2.418 0.614 1.382

As for the multiplicity: 1. As for the energy above the lowest of the compared OMol25 structures with the same formula, charge and spin: 0.290 eV. The gap between HOMO and LUMO comes out at 13.2 eV. The total charge is +1.

Here are the natural (NBO) charges for atoms 1 to 8, given in e: number 1, C, carries -0.625; number 2, C, carries -0.044; number 3, N, carries -0.516; number 4, C, carries -0.416; number 5, C, carries -0.634; number 6, H, carries 0.218; number 7, H, carries 0.252; number 8, H, carries 0.223

=====

The following is a quantum chemistry calculation of 2 unconnected molecules or ions with the total composition C4H14NO at a distorted geometry, from the OMol25 dataset.

Atoms and positions in Å:
C: 1.116 -0.740 1.414
C: 1.019 0.095 0.211
N: -0.096 -0.324 -0.763
C: -0.349 -1.810 -0.877
C: 0.875 1.659 0.592
H: 0.232 -0.711 2.095
H: 1.961 -0.417 2.025
H: 1.188 -1.810 1.111
H: 1.959 0.108 -0.408
H: -0.882 0.183 -0.318
H: 0.095 0.242 -1.591
H: -1.134 -2.049 -0.165
H: -0.800 -1.978 -1.853
H: 0.590 -2.327 -0.744
H: 1.494 2.329 -0.002
H: 1.131 1.812 1.639
H: -0.184 1.931 0.432
H: -2.807 1.434 -1.692
H: -2.990 1.349 -0.202
O: -2.417 1.025 -0.904

As for the multiplicity: 2. As for the energy above the lowest of the compared OMol25 structures with the same formula, charge and spin: 1.616 eV. The gap between HOMO and LUMO (spin up / spin down) comes out at 13.2 / 4.6 eV. The total charge is +2.

Here are the natural (NBO) charges for atoms 1 to 8, given in e: number 1, C, carries -0.641; number 2, C, carries 0.032; number 3, N, carries -0.533; number 4, C, carries -0.421; number 5, C, carries -0.508; number 6, H, carries 0.350; number 7, H, carries 0.305; number 8, H, carries 0.356

=====

The following is a quantum chemistry calculation of 3 unconnected molecules or ions with the total composition C4H14NO2 at a distorted geometry, from the OMol25 dataset.

Atoms and positions in Å:
C: 0.143 -1.231 1.996
C: 0.213 0.316 1.897
C: 0.530 0.919 0.550
C: 1.085 2.080 0.318
N: 0.077 0.170 -0.699
H: -0.641 -1.714 1.417
H: 1.144 -1.606 1.869
H: -0.089 -1.412 3.056
H: -0.801 0.656 2.181
H: 0.903 0.592 2.718
H: 1.481 2.629 1.178
H: 1.342 2.680 -0.529
H: 0.728 0.396 -1.445
H: -0.898 0.371 -0.942
H: 0.054 -0.864 -0.579
H: 0.179 -3.145 -1.203
H: 1.506 -2.879 -0.250
O: 0.766 -2.518 -0.766
H: -2.730 1.505 -3.124
H: -2.887 0.968 -1.716
O: -2.233 1.055 -2.425

As for the multiplicity: 1. As for the energy above the lowest of the compared OMol25 structures with the same formula, charge and spin: 1.564 eV. The gap between HOMO and LUMO comes out at 11.2 eV. The total charge is +1.

Here are the natural (NBO) charges for atoms 1 to 8, given in e: number 1, C, carries -0.614; number 2, C, carries -0.462; number 3, C, carries 0.142; number 4, C, carries -0.375; number 5, N, carries -0.726; number 6, H, carries 0.210; number 7, H, carries 0.207; number 8, H, carries 0.242

=====

The following is a quantum chemistry calculation of 3 unconnected molecules or ions with the total composition C4H14NO2 at a distorted geometry, from the OMol25 dataset.

Atoms and positions in Å:
C: 0.756 -0.660 -2.848
C: 0.893 0.287 -1.628
C: 0.007 -0.294 -0.533
C: -0.014 -0.128 1.960
N: 0.018 0.340 0.782
H: 1.390 -0.359 -3.670
H: -0.254 -0.727 -3.224
H: 0.929 -1.714 -2.550
H: 0.607 1.325 -1.807
H: 1.993 0.407 -1.439
H: 0.342 -1.314 -0.258
H: -0.983 -0.481 -0.982
H: 0.236 -1.175 2.100
H: -0.094 0.411 2.902
H: -0.028 1.371 0.668
H: -1.041 3.892 1.281
H: -0.607 3.345 -0.052
O: -0.493 3.190 0.894
H: -0.615 -3.721 1.153
H: -1.514 -2.803 1.829
O: -0.781 -2.766 1.196

As for the multiplicity: 1. As for the energy above the lowest of the compared OMol25 structures with the same formula, charge and spin: 1.835 eV. The gap between HOMO and LUMO comes out at 10.9 eV. The total charge is +1.

Here are the natural (NBO) charges for atoms 1 to 8, given in e: number 1, C, carries -0.607; number 2, C, carries -0.421; number 3, C, carries -0.260; number 4, C, carries 0.119; number 5, N, carries -0.385; number 6, H, carries 0.240; number 7, H, carries 0.213; number 8, H, carries 0.216

=====

The following is a quantum chemistry calculation of a molecular structure, C4H14NO3 at a distorted geometry, from the OMol25 dataset.

Atoms and positions in Å:
C: 0.336 0.926 1.143
O: -0.747 0.236 0.637
C: 1.566 0.058 1.551
C: 2.524 -0.297 0.388
C: 2.294 -1.564 -0.434
N: 0.945 -2.199 -0.428
H: 0.674 1.720 0.436
H: -0.004 1.543 2.002
H: 2.098 0.596 2.351
H: 1.194 -0.829 2.080
H: 2.579 0.561 -0.292
H: 3.520 -0.364 0.854
H: 2.981 -2.402 -0.292
H: 2.345 -1.401 -1.516
H: 0.173 -1.529 -0.314
H: 0.925 -2.750 0.421
H: -3.307 -0.253 -2.079
H: -3.146 1.144 -1.638
O: -3.709 0.589 -2.246
H: -1.450 1.095 -0.012
H: -2.755 1.943 0.466
O: -2.208 1.888 -0.325

As for the multiplicity: 1. As for the energy above the lowest of the compared OMol25 structures with the same formula, charge and spin: 0.702 eV. The gap between HOMO and LUMO comes out at 8.1 eV. The total charge is -1.

Here are the natural (NBO) charges for atoms 1 to 8, given in e: number 1, C, carries -0.033; number 2, O, carries -0.900; number 3, C, carries -0.424; number 4, C, carries -0.430; number 5, C, carries -0.229; number 6, N, carries -0.862; number 7, H, carries 0.118; number 8, H, carries 0.111

=====

The following is a quantum chemistry calculation of 3 unconnected molecules or ions with the total composition C4H14NO3 at a distorted geometry, from the OMol25 dataset.

Atoms and positions in Å:
C: -0.400 1.916 -0.263
C: 0.229 0.625 0.278
C: 0.957 0.590 1.696
C: -0.010 -0.018 2.647
O: -1.114 -0.628 2.441
N: 1.258 0.042 -0.861
H: -0.405 2.829 0.494
H: -1.369 1.902 -0.678
H: 0.145 2.306 -1.136
H: -0.577 -0.141 0.353
H: 1.098 1.646 2.066
H: 1.924 -0.129 1.791
H: 0.364 -0.052 3.643
H: 1.945 -0.575 -0.304
H: 1.834 0.716 -1.375
H: 0.868 -0.690 -1.487
H: -1.774 -0.717 -1.354
H: -2.326 -0.962 -2.782
O: -1.667 -0.399 -2.251
H: -0.209 -3.315 -1.550
H: -0.695 -2.452 -0.334
O: -0.078 -2.493 -1.032

As for the multiplicity: 2. As for the energy above the lowest of the compared OMol25 structures with the same formula, charge and spin: 3.731 eV. The gap between HOMO and LUMO (spin up / spin down) comes out at 3.4 / 8.2 eV. The total charge is 0.

Here are the natural (NBO) charges for atoms 1 to 8, given in e: number 1, C, carries -0.647; number 2, C, carries -0.047; number 3, C, carries -0.561; number 4, C, carries 0.170; number 5, O, carries -0.709; number 6, N, carries -0.793; number 7, H, carries 0.231; number 8, H, carries 0.241

=====

The following is a quantum chemistry calculation of 3 unconnected molecules or ions with the total composition C4H14NO3 at a distorted geometry, from the OMol25 dataset.

Atoms and positions in Å:
C: -1.164 -0.484 -0.447
O: -2.249 0.399 -0.691
C: 0.272 0.223 -0.606
C: 1.440 -0.910 -0.549
C: 2.812 -0.238 -0.532
O: 2.872 0.487 -1.750
N: 0.358 1.156 0.365
H: -1.251 -0.546 0.627
H: -1.242 -1.444 -0.944
H: -1.933 1.211 -0.276
H: 0.326 0.515 -1.671
H: 1.282 -1.476 0.388
H: 1.280 -1.582 -1.389
H: 2.813 0.501 0.268
H: 3.594 -0.977 -0.406
H: 3.717 0.563 -2.209
H: -7.072 0.520 1.324
H: 1.040 1.921 0.271
H: -7.158 1.008 0.781
H: -0.175 -0.430 3.237
H: 0.304 0.214 1.868
O: 0.136 -0.629 2.340

As for the multiplicity: 1. As for the energy above the lowest of the compared OMol25 structures with the same formula, charge and spin: 7.703 eV. The gap between HOMO and LUMO comes out at 5.6 eV. The total charge is +1.

Here are the natural (NBO) charges for atoms 1 to 8, given in e: number 1, C, carries -0.058; number 2, O, carries -0.591; number 3, C, carries -0.190; number 4, C, carries -0.245; number 5, C, carries -0.078; number 6, O, carries -0.745; number 7, N, carries -0.172; number 8, H, carries 0.224

=====

The following is a quantum chemistry calculation of a molecular structure, C4H14NO3 at a distorted geometry, from the OMol25 dataset.

Atoms and positions in Å:
C: 0.235 -1.439 1.100
C: 1.228 -0.351 0.766
C: 1.845 -0.446 -0.524
C: 0.593 0.903 0.030
O: -0.533 1.226 0.452
N: -2.402 3.474 1.283
H: 0.271 -1.737 2.140
H: 0.400 -2.285 0.452
H: -0.759 -1.068 0.897
H: 1.808 -0.027 1.639
H: 1.744 -1.425 -1.077
H: 2.721 0.161 -0.746
H: -0.309 0.698 -0.904
H: -1.929 2.669 0.933
H: -2.750 3.369 2.229
H: -3.055 3.880 0.638
H: -0.089 -1.675 -1.684
H: -1.159 -0.662 -2.468
O: -0.520 -0.701 -1.745
H: 1.241 1.783 -0.100
H: 0.701 -3.566 -1.932
O: 0.718 -2.780 -1.379

As for the multiplicity: 1. As for the energy above the lowest of the compared OMol25 structures with the same formula, charge and spin: 11.033 eV. The gap between HOMO and LUMO comes out at 3.9 eV. The total charge is +1.

Here are the natural (NBO) charges for atoms 1 to 8, given in e: number 1, C, carries -0.673; number 2, C, carries -0.302; number 3, C, carries 0.053; number 4, C, carries 0.151; number 5, O, carries -0.272; number 6, N, carries -1.091; number 7, H, carries 0.259; number 8, H, carries 0.310